[1]
Formula: C23H74F2N2O19S2V
Source: the OMol25 dataset
Level of theory: the ωB97M-V functional and the def2-TZVPD basis

Results
Energy relative to the best compared isomer or geometry (same formula, charge and spin): 0.0000 eV
Expectation value of S²: 3.765
Charge: +2
Spin multiplicity: 4

Atoms and positions in Å:
C  3.550  -2.447  1.679
H  -0.906  1.679  -3.454
H  -2.460  -0.094  7.020
O  4.246  -1.222  1.377
H  -2.360  -2.219  3.639
O  2.289  2.149  2.087
O  0.651  4.925  -1.034
H  -0.454  3.763  -1.508
H  4.827  -0.030  -5.768
C  -4.693  -0.108  3.445
H  2.896  0.338  -4.950
C  0.828  -5.155  1.701
C  -3.397  0.934  5.356
H  -1.594  -1.873  2.188
O  2.573  0.080  -0.232
H  -1.743  -0.654  -4.138
H  6.300  -0.686  -1.079
H  -4.881  0.958  -1.936
H  2.653  3.531  0.513
H  -4.821  -0.297  2.379
O  -4.740  -3.805  -0.286
H  2.065  -6.530  1.350
H  -4.327  -3.683  1.637
H  6.796  1.473  -1.422
H  5.095  -0.580  -2.402
O  4.257  -0.752  -6.044
H  3.601  3.740  1.987
H  -4.114  -2.143  0.676
H  4.132  -2.772  2.542
C  -1.165  -0.135  5.208
H  -4.574  1.614  -0.241
H  2.497  -2.292  1.912
H  3.120  -1.210  -4.385
C  0.017  -3.992  -4.811
H  -1.436  4.065  2.192
C  -3.294  -1.697  -3.536
N  -2.304  0.652  3.069
C  -4.043  2.373  3.440
C  5.697  -0.015  -1.691
O  6.468  0.982  -2.178
C  0.278  6.277  -0.875
O  -2.484  -0.537  -3.539
H  1.129  6.938  -0.708
S  0.028  -1.294  -0.859
H  0.808  2.572  1.381
H  -0.637  -1.022  5.559
C  -1.444  -1.763  3.262
H  -4.700  -0.122  -0.660
V  -1.435  1.578  -0.065
H  3.686  -0.677  0.821
O  0.064  -3.394  -6.093
H  0.210  1.224  3.236
H  -3.203  2.980  3.780
H  -0.325  6.614  -1.718
O  2.687  -2.921  -1.977
H  -0.087  -4.044  -6.783
H  -0.599  0.728  5.558
H  -2.752  -2.630  -3.382
H  0.354  -0.203  2.171
H  0.059  -5.672  2.275
H  1.505  4.873  -1.471
H  3.623  -3.059  -2.140
H  -0.636  -2.399  3.623
H  -4.351  0.791  5.863
H  0.490  -4.972  -4.753
H  0.038  4.796  1.512
F  -1.501  -1.487  -0.494
C  -1.266  -0.259  3.673
O  -2.417  0.601  1.651
H  -1.022  -4.097  -4.497
C  2.224  -4.225  -1.728
H  3.050  2.895  -3.270
H  3.637  -3.116  0.822
H  -0.365  6.482  -0.020
H  0.072  3.749  2.956
H  4.921  0.409  -1.053
C  -3.590  0.941  3.783
O  -0.880  2.921  -1.684
C  -2.503  -0.161  5.933
H  -3.014  -1.109  5.770
H  -0.093  3.212  -3.497
O  0.001  -1.771  -2.217
S  1.533  0.359  -1.181
O  3.078  4.637  -2.180
H  2.880  1.681  2.681
C  -4.348  0.855  -0.990
O  0.664  -2.086  0.186
O  1.948  0.386  -2.592
H  0.496  -5.052  0.668
H  0.874  -4.157  2.137
H  -4.312  2.473  2.388
C  0.155  0.137  3.187
C  3.133  3.002  1.336
H  -3.857  -1.747  -4.468
H  3.905  2.375  0.890
C  -4.742  -3.007  0.890
H  0.927  -0.381  3.757
C  -0.939  2.691  -3.051
H  4.571  3.786  -3.369
H  -2.978  0.424  -2.143
H  4.224  2.953  -1.874
H  3.665  5.195  -1.665
C  3.761  3.493  -2.701
N  -0.122  0.267  -0.644
H  -1.871  3.141  -3.393
H  -4.874  2.745  4.039
H  0.488  -3.368  -4.051
H  2.213  -1.052  -5.891
H  -5.656  0.165  3.876
O  2.117  -5.687  1.806
H  -5.745  -2.718  1.206
H  -4.390  -1.086  3.817
H  2.711  -4.947  -2.383
O  -0.116  2.734  1.181
C  3.065  -0.669  -5.330
C  -0.380  3.902  1.976
H  -3.904  -4.246  -0.459
H  1.159  -4.288  -1.950
H  2.413  -4.549  -0.705
H  -4.070  -1.611  -2.775
O  -2.968  0.874  -1.294
F  1.480  1.971  -1.071
H  -2.998  1.892  5.690

Here are the Löwdin charges for atoms 1 to 8, given in e: C -0.1202; H 0.0941; H 0.1305; O -0.1421; H 0.0788; O -0.1337; O -0.1448; H 0.0450

[2]
Formula: C33H64Cl10NbO2Si
Source: the OMol25 dataset
Level of theory: the ωB97M-V functional and the def2-TZVPD basis

Results
Electronic energy: -174003.8087 eV
Charge: -1

Atoms and positions in Å:
H  1.743  -2.340  1.795
C  -0.653  0.300  -0.677
C  5.840  0.984  5.515
H  -7.738  1.085  1.560
C  0.176  1.207  -7.766
C  1.392  1.533  -0.227
H  0.720  -2.085  -0.186
H  -0.252  -1.276  -3.005
H  -4.327  -2.580  -5.000
H  -2.287  1.395  -4.846
H  -0.174  -4.174  1.794
H  5.527  -0.298  3.320
C  -3.645  -1.200  -0.693
H  -5.158  -0.957  -2.270
H  -3.494  -1.956  0.090
H  -2.502  3.899  -3.273
H  4.499  1.474  -6.519
H  6.412  -1.020  6.035
C  -9.171  3.305  -3.684
Cl  5.432  -2.008  8.591
H  -3.842  -0.236  -0.206
H  0.959  1.465  -8.473
Cl  0.757  -0.096  -6.722
C  -0.457  1.807  1.213
H  3.481  -2.329  4.625
H  -8.361  -0.591  1.605
C  -6.124  1.315  -1.028
H  -2.622  -3.542  -3.651
O  -2.530  0.466  -3.053
H  -0.972  4.480  -3.878
C  3.775  2.081  -7.051
H  -0.944  2.269  2.069
H  4.904  0.990  4.942
H  2.770  1.816  -6.740
C  3.809  -3.850  3.080
Nb  -1.798  -1.137  -2.023
H  -0.481  -3.572  -1.626
C  0.672  0.646  -0.978
Cl  3.936  1.774  -8.788
H  7.788  5.783  3.197
C  -3.558  -1.939  -4.549
H  1.349  2.871  1.488
Cl  -0.245  2.649  -6.834
Cl  6.938  5.817  5.388
H  -0.630  -2.009  1.017
H  -0.895  0.423  -4.401
H  4.296  -4.666  3.626
H  -2.192  0.702  0.783
C  0.489  -3.843  0.986
C  0.830  2.140  0.873
H  2.619  -3.441  0.746
Cl  4.063  3.781  -6.668
H  7.687  -0.093  5.190
C  4.072  -2.472  3.708
H  -6.683  -0.302  2.012
Cl  3.100  -1.716  6.827
C  6.793  5.817  3.625
H  -8.358  -1.305  -2.199
C  -7.495  0.038  1.359
C  -1.662  1.085  -3.987
H  0.613  -4.643  0.247
C  1.865  -3.403  1.540
C  6.195  -0.976  3.856
C  -0.136  -2.611  0.247
H  4.251  -3.678  7.426
H  -2.071  3.561  -5.006
C  -4.937  -1.604  -1.412
H  -5.145  1.500  -0.579
H  2.409  1.779  -0.530
C  3.971  -2.769  7.949
H  -0.704  0.862  -8.296
H  7.589  2.236  5.709
C  -1.703  3.670  -3.987
C  6.619  -0.330  5.219
H  1.112  0.193  -1.862
H  -3.504  -0.904  -4.883
H  -6.754  2.168  -0.748
H  3.883  -1.658  3.002
C  -1.079  -2.991  -0.908
H  -9.373  -0.953  -0.799
H  2.075  -5.188  2.836
C  -1.175  0.912  0.452
H  6.846  2.291  4.061
H  -1.931  -3.610  -0.593
H  -1.047  2.445  -2.366
H  3.316  -3.003  8.780
H  -8.169  3.299  -4.098
C  -1.010  2.378  -3.456
H  5.549  0.995  6.571
C  2.290  -4.115  2.839
H  6.288  6.727  3.324
H  6.136  -3.067  3.369
H  -8.953  0.365  -1.889
C  6.657  2.223  5.130
Cl  -10.064  1.925  -4.333
H  0.055  2.423  -3.719
H  1.752  -3.623  3.659
H  6.113  3.126  5.415
H  5.727  -2.797  5.055
H  -4.859  -2.637  -1.760
Cl  5.870  4.436  3.015
H  4.251  -3.801  2.077
Cl  -9.054  3.243  -1.922
H  -9.686  4.216  -3.966
C  5.597  -2.392  4.044
H  7.127  -1.044  3.283
C  -2.748  -2.452  -3.614
C  -8.573  -0.553  -1.431
H  -6.040  1.347  -2.121
O  -6.035  -1.624  -0.441
Si  -6.986  -0.259  -0.449

Here are the Löwdin charges for atoms 1 to 8, given in e: H 0.1068; C -0.3043; C -0.2604; H 0.0197; C -0.9952; C -0.1261; H 0.0793; H -0.0723

Q: What is the charge in the first record?
A: +2